Record 1
The following is a DFT calculation (ωB97M-V with the def2-TZVPD basis set) of a structure of composition C50H52N5O3RbS2.

Output
Gap between HOMO and LUMO, eV: 4.94
Spin multiplicity: 1
HOMO level, eV: -1.572
Total charge: -2
Energy above the lowest of the compared OMol25 structures with the same formula, charge and spin, kcal/mol: 36.2

Last column: Löwdin charge in e.
CARTESIAN COORDINATES (ANGSTROEM)
Rb: 1.468 -0.232 -1.361  0.69
C: -0.875 -1.114 -3.982  -0.12
N: -0.460 0.268 -4.174  -0.17
C: -1.479 1.167 -3.665  -0.20
C: -1.048 2.632 -3.612  -0.19
N: -0.383 2.980 -2.372  -0.16
C: -1.269 2.998 -1.223  -0.08
C: 0.390 4.188 -2.418  -0.28
C: -0.010 5.246 -3.229  -0.06
C: 0.701 6.438 -3.280  -0.14
C: 1.829 6.570 -2.481  -0.14
C: 2.226 5.527 -1.662  -0.15
C: 1.535 4.304 -1.593  -0.68
S: 2.107 3.027 -0.554  0.46
C: 0.022 0.508 -5.497  -0.27
C: -0.726 1.263 -6.397  -0.07
C: -0.277 1.541 -7.682  -0.13
C: 0.953 1.033 -8.077  -0.14
C: 1.695 0.263 -7.198  -0.16
C: 1.276 -0.037 -5.889  -0.68
S: 2.274 -1.043 -4.871  0.45
H: -1.793 -1.343 -4.551  0.09
H: -1.086 -1.288 -2.926  0.04
H: -0.074 -1.783 -4.292  0.02
H: -1.707 0.819 -2.655  0.10
H: -2.428 1.076 -4.227  0.11
H: -1.940 3.260 -3.799  0.11
H: -0.345 2.825 -4.421  0.12
H: -2.116 3.695 -1.369  0.10
H: -0.700 3.314 -0.350  0.06
H: -1.672 2.005 -1.016  0.07
H: -0.892 5.133 -3.848  0.09
H: 0.379 7.241 -3.933  0.08
H: 2.411 7.485 -2.504  0.08
H: 3.114 5.623 -1.050  0.08
H: -1.684 1.667 -6.089  0.09
H: -0.876 2.150 -8.349  0.08
H: 1.341 1.242 -9.068  0.08
H: 2.657 -0.133 -7.501  0.08
N: -1.471 -3.557 -1.694  0.14
C: -0.730 -4.612 -2.152  -0.25
C: -1.293 -5.827 -2.478  -0.05
C: -0.505 -6.884 -2.973  -0.11
C: 0.843 -6.749 -3.130  -0.07
C: 1.461 -5.517 -2.794  -0.16
C: 2.858 -5.310 -2.884  -0.02
C: 3.388 -4.111 -2.526  -0.03
C: 2.516 -3.088 -2.095  -0.21
N: 1.223 -3.239 -1.984  0.10
C: 0.686 -4.441 -2.324  -0.15
H: -2.399 -3.737 -1.359  0.10
H: -0.990 -2.773 -1.283  0.04
H: -2.362 -5.965 -2.355  0.10
H: -0.988 -7.821 -3.225  0.09
H: 1.452 -7.564 -3.503  0.10
H: 3.488 -6.120 -3.234  0.11
H: 4.450 -3.915 -2.580  0.11
H: 2.928 -2.136 -1.793  0.02
C: -2.705 4.629 3.573  -0.05
C: -2.609 3.306 2.864  -0.26
C: -1.382 2.748 2.565  0.00
C: -1.266 1.543 1.868  -0.18
C: 0.110 1.041 1.579  -0.07
C: -2.442 0.888 1.474  -0.10
C: -2.421 -0.357 0.677  -0.19
O: -1.527 -0.746 -0.040  0.02
C: -3.704 1.427 1.799  -0.21
C: -4.998 0.760 1.393  -0.06
C: -3.767 2.627 2.481  -0.02
H: -1.725 4.967 3.906  0.07
H: -3.363 4.563 4.442  0.08
H: -3.113 5.391 2.906  0.08
H: -0.469 3.259 2.850  0.13
H: 0.786 1.315 2.390  0.09
H: 0.508 1.550 0.687  -0.03
H: 0.144 -0.034 1.434  0.06
H: -3.338 -0.970 0.752  0.12
H: -5.069 0.625 0.313  0.08
H: -5.841 1.375 1.707  0.07
H: -5.113 -0.223 1.854  0.08
H: -4.737 3.055 2.713  0.11
C: 0.522 1.610 7.220  -0.06
C: 1.525 0.514 6.953  -0.24
C: 2.599 0.382 7.823  -0.09
C: 3.568 -0.585 7.586  -0.11
C: 3.433 -1.438 6.516  -0.04
C: 2.339 -1.347 5.638  -0.19
N: 2.332 -2.294 4.616  0.10
C: 1.277 -2.622 3.754  -0.22
C: 0.062 -3.060 4.280  -0.06
C: -0.982 -3.423 3.445  -0.10
C: -0.813 -3.373 2.067  -0.10
C: 0.405 -2.959 1.546  -0.03
C: 1.466 -2.590 2.363  -0.06
C: 2.805 -2.198 1.724  -0.63
O: 3.832 -2.471 2.388  -0.03
O: 2.743 -1.599 0.629  -0.15
C: 1.387 -0.331 5.836  -0.14
C: 0.270 -0.081 4.854  -0.03
H: 0.788 2.147 8.131  0.07
H: -0.490 1.217 7.341  0.08
H: 0.487 2.336 6.406  0.08
H: 2.689 1.055 8.667  0.09
H: 4.422 -0.679 8.246  0.09
H: 4.165 -2.215 6.331  0.11
H: 3.223 -2.395 4.115  0.11
H: -0.047 -3.111 5.357  0.11
H: -1.921 -3.759 3.871  0.09
H: -1.616 -3.663 1.400  0.09
H: 0.561 -2.917 0.475  0.09
H: -0.590 -0.733 5.028  0.09
H: 0.590 -0.257 3.828  0.07
H: -0.080 0.948 4.912  0.06

***

Record 2
The following is a DFT calculation (ωB97M-V with the def2-TZVPD basis set) of a structure of composition C50H54AsGeNO4PTi.

Output
Gap between HOMO and LUMO, eV: 5.87
Spin multiplicity: 1
HOMO level, eV: -9.774
Total charge: +1
Energy above the lowest of the compared OMol25 structures with the same formula, charge and spin, kcal/mol: 31.7

Last column: Löwdin charge in e.
CARTESIAN COORDINATES (ANGSTROEM)
Ti: -15.921 -16.126 2.786  0.94
C: -14.122 -17.888 5.676  -0.03
C: -15.185 -18.521 4.804  -0.65
C: -16.115 -19.421 5.561  -0.03
C: -14.486 -19.329 3.703  -0.02
O: -15.989 -17.440 4.173  -0.43
Ge: -17.012 -15.829 5.296  1.28
O: -15.581 -14.804 4.125  -0.44
C: -14.799 -13.683 4.707  -0.63
C: -14.040 -14.131 5.964  -0.03
C: -15.768 -12.566 5.050  -0.04
C: -13.821 -13.204 3.616  -0.03
O: -17.887 -15.808 3.560  -0.46
C: -19.340 -15.658 3.483  -0.68
C: -19.876 -15.930 2.107  -0.05
C: -19.952 -16.694 4.422  -0.05
C: -19.690 -14.225 3.863  -0.03
H: -13.479 -18.720 6.087  0.12
H: -13.420 -17.244 5.070  0.11
H: -14.612 -17.313 6.482  0.08
H: -15.567 -20.170 6.180  0.12
H: -16.766 -18.819 6.210  0.08
H: -16.780 -19.987 4.893  0.08
H: -13.904 -20.127 4.249  0.12
H: -15.171 -19.856 3.038  0.08
H: -13.706 -18.820 3.089  0.09
H: -14.765 -14.563 6.707  0.08
H: -13.316 -14.890 5.705  0.07
H: -13.571 -13.230 6.410  0.11
H: -16.330 -12.805 5.997  0.10
H: -15.162 -11.649 5.214  0.11
H: -16.519 -12.340 4.301  0.08
H: -13.042 -13.995 3.415  0.10
H: -14.329 -12.973 2.693  0.03
H: -13.353 -12.270 3.998  0.10
H: -19.463 -16.832 1.644  0.07
H: -20.984 -16.067 2.068  0.11
H: -19.662 -15.061 1.422  0.09
H: -19.498 -17.711 4.289  0.10
H: -19.791 -16.377 5.475  0.07
H: -21.027 -16.764 4.298  0.09
H: -19.094 -13.495 3.225  0.11
H: -20.752 -14.022 3.642  0.10
H: -19.524 -13.966 4.948  0.09
O: -13.756 -16.432 2.064  -0.02
C: -14.685 -17.013 1.420  -0.31
C: -14.456 -17.903 0.322  -0.21
C: -13.139 -18.105 -0.061  -0.01
C: -12.797 -18.989 -1.071  -0.03
C: -13.802 -19.794 -1.641  -0.03
C: -15.136 -19.637 -1.278  -0.06
C: -15.482 -18.674 -0.338  -0.28
P: -17.216 -18.268 0.049  1.09
C: -17.955 -17.919 -1.525  -0.39
C: -19.317 -18.154 -1.717  -0.11
C: -19.880 -17.990 -2.993  -0.07
C: -19.178 -17.470 -4.095  -0.06
C: -17.819 -17.270 -3.892  -0.08
C: -17.208 -17.465 -2.647  -0.07
C: -17.866 -19.847 0.693  -0.35
C: -17.937 -20.030 2.108  -0.10
C: -18.523 -21.181 2.631  -0.08
C: -19.027 -22.187 1.770  -0.06
C: -18.969 -21.981 0.386  -0.07
C: -18.441 -20.800 -0.150  -0.10
H: -12.440 -17.461 0.477  0.13
H: -11.770 -19.095 -1.408  0.11
H: -13.549 -20.485 -2.426  0.11
H: -15.926 -20.275 -1.687  0.12
H: -19.962 -18.534 -0.890  0.12
H: -20.910 -18.326 -3.122  0.11
H: -19.650 -17.259 -5.046  0.11
H: -17.199 -16.960 -4.686  0.09
H: -16.136 -17.277 -2.595  0.11
H: -17.530 -19.262 2.762  0.07
H: -18.568 -21.313 3.706  0.10
H: -19.404 -23.117 2.189  0.11
H: -19.364 -22.702 -0.309  0.10
H: -18.310 -20.700 -1.231  0.11
N: -17.265 -14.829 0.181  0.05
C: -16.830 -15.321 1.146  -0.33
C: -13.922 -12.110 -3.618  -0.07
C: -13.453 -12.794 -2.499  -0.10
C: -14.180 -12.816 -1.296  -0.14
C: -15.349 -12.067 -1.162  -0.38
C: -15.845 -11.419 -2.266  -0.11
C: -15.156 -11.419 -3.484  -0.07
As: -16.234 -12.151 0.619  1.35
C: -15.882 -10.311 1.277  -0.32
C: -14.650 -9.786 1.720  -0.11
C: -14.585 -8.480 2.162  -0.09
C: -15.728 -7.631 2.080  -0.08
C: -16.918 -8.121 1.594  -0.04
C: -17.026 -9.489 1.284  -0.20
C: -18.251 -10.139 0.734  -0.20
C: -19.550 -9.640 0.734  -0.03
C: -20.573 -10.350 0.051  -0.08
C: -20.312 -11.582 -0.561  -0.08
C: -19.007 -12.130 -0.476  -0.11
C: -18.004 -11.399 0.138  -0.34
H: -13.390 -12.081 -4.561  0.10
H: -12.499 -13.301 -2.527  0.09
H: -13.812 -13.428 -0.447  0.09
H: -16.820 -10.926 -2.252  0.11
H: -15.598 -10.878 -4.313  0.10
H: -13.765 -10.401 1.646  0.09
H: -13.699 -8.058 2.641  0.10
H: -15.616 -6.592 2.349  0.10
H: -17.807 -7.481 1.484  0.11
H: -19.826 -8.674 1.194  0.11
H: -21.548 -9.876 -0.040  0.10
H: -21.145 -12.142 -0.964  0.09
H: -18.671 -13.075 -0.876  0.07

***

Record 3
The following is a DFT calculation (ωB97M-V with the def2-TZVPD basis set) of a cluster of 3 separate species, C50H54Cl2N4O4PS in total.

Output
Gap between HOMO and LUMO, eV: 6.95
Spin multiplicity: 1
HOMO level, eV: -10.313
Total charge: +1

Last column: Löwdin charge in e.
CARTESIAN COORDINATES (ANGSTROEM)
C: -3.440 3.507 4.580  -0.10
C: -2.240 2.573 5.104  -0.24
C: -0.801 2.942 4.417  -0.60
Cl: 0.308 3.499 5.769  0.63
N: -0.287 1.936 3.490  -0.02
C: 0.485 2.305 2.315  -0.14
N: 0.090 2.941 1.223  0.17
C: -1.277 3.471 0.993  -0.11
C: -2.396 2.386 0.671  -0.14
C: -2.975 1.332 1.641  -0.03
C: -4.121 0.354 1.192  -0.06
C: -4.751 0.374 -0.234  -0.01
C: -4.167 1.454 -1.223  -0.19
C: -4.862 1.500 -2.672  -0.09
C: -3.033 2.407 -0.771  0.02
N: 1.856 1.791 2.555  -0.16
N: 2.356 2.794 3.385  0.07
C: 1.713 0.405 3.112  -0.44
C: 1.415 -0.435 1.734  -0.16
C: 2.289 0.063 0.484  -0.67
C: 1.997 -0.988 -0.732  -0.13
Cl: 4.102 0.031 0.743  0.60
P: 3.099 -0.353 4.161  0.93
C: 3.352 -2.197 3.848  -0.29
C: 4.742 0.561 4.048  -0.33
C: 0.301 0.651 3.931  -0.24
C: 0.225 0.144 5.448  -0.19
C: 0.099 -1.483 5.460  -0.25
C: -1.437 -1.965 5.570  -0.49
S: -2.068 -2.511 3.896  0.72
H: -4.441 2.959 4.760  0.09
H: -3.466 4.453 5.223  0.09
H: -3.376 3.704 3.458  0.06
H: -2.462 1.479 4.863  0.09
H: -2.115 2.692 6.233  0.10
H: -1.027 3.895 3.800  0.11
H: 0.816 3.072 0.488  0.15
H: -1.206 4.150 0.057  0.14
H: -1.689 4.149 1.813  0.12
H: -2.603 1.266 2.712  0.06
H: -4.567 -0.411 1.929  0.09
H: -5.603 -0.328 -0.557  0.11
H: -5.644 0.659 -2.733  0.08
H: -4.138 1.344 -3.538  0.08
H: -5.438 2.493 -2.819  0.09
H: -2.637 3.176 -1.512  0.10
H: 3.229 3.198 3.020  0.11
H: 2.451 2.444 4.349  0.07
H: 1.558 -1.558 1.858  0.11
H: 0.309 -0.290 1.411  0.13
H: 1.949 1.083 0.064  0.08
H: 0.900 -0.942 -1.047  0.07
H: 2.342 -2.009 -0.361  0.08
H: 2.704 -0.697 -1.599  0.08
H: 2.377 -2.745 3.577  0.04
H: 4.056 -2.347 2.938  0.05
H: 3.856 -2.670 4.769  0.06
H: 4.690 1.649 3.717  0.02
H: 5.195 0.567 5.111  0.05
H: 5.482 0.040 3.326  0.03
H: -0.390 -0.126 3.407  0.12
H: 1.131 0.499 6.071  0.09
H: -0.693 0.511 6.033  0.09
H: 0.684 -1.858 6.378  0.13
H: 0.576 -1.843 4.487  0.06
H: -1.473 -2.879 6.255  0.08
H: -2.071 -1.138 6.034  0.08
H: -2.985 -1.555 3.438  -0.12
C: 0.049 -8.044 -4.753  -0.05
C: -0.029 -8.916 -3.669  -0.05
C: -0.392 -8.438 -2.415  0.01
C: -0.668 -7.082 -2.238  -0.09
C: -0.566 -6.204 -3.318  -0.09
C: -0.218 -6.690 -4.579  0.00
C: -0.808 -4.755 -3.133  -0.28
O: -0.723 -3.988 -4.077  0.10
C: -1.146 -4.251 -1.783  -0.08
C: -1.320 -2.881 -1.581  -0.01
C: -1.650 -2.399 -0.319  -0.07
C: -1.817 -3.285 0.744  -0.09
C: -1.640 -4.649 0.549  0.01
C: -1.294 -5.134 -0.713  -0.08
C: -1.072 -6.586 -0.903  -0.28
O: -1.213 -7.360 0.028  0.11
H: 0.324 -8.419 -5.733  0.11
H: 0.192 -9.970 -3.803  0.11
H: -0.456 -9.123 -1.576  0.12
H: -0.151 -6.015 -5.426  0.12
H: -1.194 -2.186 -2.406  0.12
H: -1.781 -1.332 -0.163  0.09
H: -2.082 -2.907 1.728  -0.04
H: -1.766 -5.334 1.383  0.12
C: 4.146 3.266 -2.167  -0.05
C: 2.918 3.484 -1.546  -0.08
C: 1.756 3.554 -2.306  -0.01
C: 1.818 3.417 -3.692  -0.08
C: 3.049 3.223 -4.316  -0.07
C: 4.214 3.136 -3.550  0.02
C: 3.134 3.125 -5.792  -0.28
O: 4.209 2.952 -6.338  0.12
C: 1.895 3.251 -6.592  -0.08
C: 1.966 3.219 -7.985  0.01
C: 0.805 3.322 -8.744  -0.04
C: -0.432 3.449 -8.114  -0.05
C: -0.506 3.487 -6.727  0.00
C: 0.658 3.398 -5.962  -0.09
C: 0.572 3.475 -4.488  -0.28
O: -0.510 3.591 -3.933  0.08
H: 5.052 3.202 -1.573  0.11
H: 2.867 3.599 -0.467  0.09
H: 0.801 3.720 -1.816  0.10
H: 5.173 2.971 -4.029  0.13
H: 2.926 3.117 -8.482  0.13
H: 0.863 3.302 -9.827  0.11
H: -1.338 3.523 -8.707  0.11
H: -1.472 3.591 -6.242  0.12

***

Record 4
The following is a DFT calculation (ωB97M-V with the def2-TZVPD basis set) of a cluster of 10 separate species, C50H58N11O6S2 in total.

Output
Gap between HOMO and LUMO, eV: 7.87
Spin multiplicity: 1
HOMO level, eV: -6.348
Total charge: -1

Last column: Löwdin charge in e.
CARTESIAN COORDINATES (ANGSTROEM)
C: 0.226 -3.116 -0.838  -0.07
C: 0.642 -2.160 -2.111  -0.36
O: 0.078 -2.576 -3.404  -0.13
C: 0.217 -0.582 -1.876  -0.20
N: 0.946 -0.105 -0.620  -0.10
C: 1.271 1.362 -0.841  -0.21
C: 2.281 1.943 0.358  -0.21
O: 3.588 2.327 -0.161  -0.31
S: 4.804 1.178 0.037  0.70
O: 6.039 1.950 0.650  -0.42
O: 4.520 0.010 1.001  -0.39
N: 5.432 0.501 -1.486  -0.34
S: 4.344 -0.714 -2.113  0.66
O: 4.924 -1.177 -3.507  -0.49
O: 4.270 -2.010 -1.254  -0.45
H: -0.203 -2.532 0.084  0.06
H: 1.165 -3.742 -0.456  0.09
H: -0.559 -3.926 -1.230  0.09
H: 1.820 -2.181 -2.193  0.12
H: 0.431 -1.923 -4.095  0.11
H: -0.942 -0.437 -1.709  0.13
H: 0.525 0.028 -2.826  0.11
H: 1.883 -0.607 -0.592  0.08
H: 1.716 1.597 -1.902  0.11
H: 0.240 1.945 -0.779  0.13
H: 2.267 1.248 1.294  0.14
H: 1.752 2.959 0.706  0.10
H: 3.064 -0.203 -2.395  0.05
N: -2.462 -0.460 -4.425  0.06
C: -2.307 -0.245 -5.750  -0.16
C: -2.936 -0.994 -6.731  -0.09
C: -3.772 -2.032 -6.332  -0.08
C: -3.950 -2.279 -4.975  -0.07
C: -3.281 -1.473 -4.069  -0.14
H: -1.643 0.574 -6.011  0.10
H: -2.777 -0.775 -7.781  0.10
H: -4.281 -2.642 -7.073  0.10
H: -4.595 -3.081 -4.632  0.08
H: -3.391 -1.624 -2.998  0.09
N: -2.409 -3.071 1.179  0.06
C: -3.521 -2.580 0.589  -0.13
C: -4.705 -2.331 1.264  -0.08
C: -4.756 -2.605 2.627  -0.09
C: -3.627 -3.113 3.262  -0.08
C: -2.488 -3.325 2.503  -0.14
H: -3.432 -2.385 -0.476  0.09
H: -5.567 -1.934 0.740  0.10
H: -5.667 -2.425 3.189  0.10
H: -3.635 -3.338 4.322  0.10
H: -1.580 -3.717 2.953  0.11
N: -6.326 -4.001 -2.482  0.05
C: -6.196 -5.336 -2.641  -0.15
C: -7.265 -6.218 -2.660  -0.08
C: -8.547 -5.701 -2.503  -0.08
C: -8.713 -4.330 -2.336  -0.08
C: -7.583 -3.528 -2.335  -0.15
H: -5.176 -5.691 -2.756  0.10
H: -7.102 -7.281 -2.793  0.10
H: -9.409 -6.362 -2.512  0.10
H: -9.699 -3.897 -2.211  0.07
H: -7.661 -2.452 -2.211  0.10
N: 1.368 4.101 2.445  0.04
C: 2.514 4.235 3.149  -0.12
C: 2.618 4.973 4.318  -0.07
C: 1.481 5.617 4.793  -0.08
C: 0.287 5.500 4.089  -0.08
C: 0.281 4.737 2.932  -0.14
H: 3.374 3.716 2.736  0.11
H: 3.563 5.043 4.844  0.10
H: 1.525 6.206 5.705  0.10
H: -0.616 5.990 4.433  0.08
H: -0.628 4.612 2.350  0.10
N: 9.748 4.991 3.616  0.03
C: 9.903 5.206 2.291  -0.18
C: 9.274 4.456 1.310  -0.08
C: 8.438 3.419 1.709  -0.07
C: 8.260 3.171 3.066  -0.08
C: 8.929 3.978 3.973  -0.17
H: 10.567 6.025 2.030  0.09
H: 9.433 4.676 0.260  0.10
H: 7.929 2.809 0.969  0.07
H: 7.615 2.370 3.410  0.08
H: 8.819 3.827 5.043  0.09
N: -11.438 -2.248 -1.514  0.05
C: -11.797 -2.180 -0.214  -0.14
C: -12.947 -1.552 0.236  -0.08
C: -13.780 -0.953 -0.703  -0.08
C: -13.437 -1.005 -2.050  -0.08
C: -12.268 -1.660 -2.403  -0.14
H: -11.113 -2.659 0.481  0.10
H: -13.187 -1.529 1.293  0.10
H: -14.690 -0.450 -0.388  0.10
H: -14.065 -0.548 -2.806  0.10
H: -11.958 -1.731 -3.442  0.10
N: 5.943 -4.069 -8.628  0.03
C: 5.510 -2.797 -8.772  -0.17
C: 5.157 -1.979 -7.711  -0.08
C: 5.250 -2.495 -6.422  -0.06
C: 5.691 -3.802 -6.242  -0.06
C: 6.025 -4.541 -7.365  -0.17
H: 5.451 -2.442 -9.796  0.09
H: 4.818 -0.964 -7.884  0.10
H: 4.981 -1.884 -5.566  0.07
H: 5.774 -4.233 -5.251  0.11
H: 6.378 -5.565 -7.277  0.09
N: -2.251 6.311 6.529  0.06
C: -1.569 6.528 7.675  -0.14
C: -2.127 7.101 8.807  -0.08
C: -3.465 7.479 8.762  -0.08
C: -4.193 7.271 7.595  -0.08
C: -3.548 6.687 6.516  -0.15
H: -0.528 6.219 7.660  0.10
H: -1.533 7.249 9.702  0.10
H: -3.937 7.933 9.629  0.10
H: -5.237 7.555 7.527  0.10
H: -4.074 6.500 5.584  0.10
N: 8.345 0.075 3.596  0.06
C: 8.047 -0.671 2.510  -0.11
C: 8.750 -1.806 2.138  -0.06
C: 9.827 -2.200 2.923  -0.09
C: 10.160 -1.451 4.048  -0.09
C: 9.395 -0.334 4.341  -0.15
H: 7.200 -0.321 1.927  0.10
H: 8.464 -2.368 1.256  0.11
H: 10.403 -3.083 2.662  0.10
H: 10.995 -1.732 4.680  0.09
H: 9.613 0.281 5.210  0.10